Here is the ion CH2BrN2O3 with charge +1 at a distorted geometry from the Open Molecules 2025 dataset. Energies are from ωB97M-V with the def2-TZVPD basis set.

Structure (XYZ):
```
9
Properties=species:S:1:pos:R:3
O -0.16924 -1.92199 0.02391
N 0.89045 -1.31974 -0.00508
O 2.00304 -1.66290 -0.01294
C 0.56977 0.24252 0.06213
Br 2.00483 1.38215 0.02612
N -0.71340 0.47612 0.13134
O -1.31371 1.65101 -0.04267
H -1.12613 -0.51305 0.34822
H -2.14561 1.66588 -0.53102
```

* LUMO level: -6.8 eV
* total charge: +1
* max |F|: 3.22 eV/Å
* energy above the lowest of the compared OMol25 structures with the same formula, charge and spin: 11.5 kcal/mol